This record from OMol25 describes one molecule with the formula C3H4ClNO at a distorted geometry. The level of theory is ωB97M-V/def2-TZVPD.

```
10
Properties=species:S:1:pos:R:3
C 0.755 -0.295 0.528
C 0.286 1.135 -0.400
C -0.264 -1.312 0.431
N -0.819 1.035 -0.982
O 1.779 -0.226 1.149
Cl 1.404 2.425 -0.530
H -1.250 -0.794 0.554
H -0.143 -2.073 1.210
H -0.364 -1.724 -0.685
H -1.383 1.830 -1.276
```

Calculated values
HOMO energy (spin up / spin down) = -0.227 / -0.377 hartree
spin multiplicity = 3
LUMO energy (spin up / spin down) = 0.91 / -3.10 eV
strongest force on any atom = 4.10 eV Å⁻¹
M = 105.52 g mol⁻¹
HOMO-LUMO gap (spin up / spin down) = 7.1 / 7.2 eV
energy above the lowest of the compared OMol25 structures with the same formula, charge and spin = 50.7 kJ/mol
DFT total energy = -706.7278 Ha